No. 1
Computed, not measured: a 2-piece molecular cluster, C4H8NOS overall in a non-equilibrium geometry, with ωB97M-V with the def2-TZVPD basis set.

Output
Orbital gap (alpha / beta) in eV: 6.5 / 7.3
Net charge: +1
E_LUMO (alpha / beta) in Eh: -0.2103 / -0.2582
Spin multiplicity: 3

The geometry in XYZ format:
```
15
C4H8NOS ωB97M-V with the def2-TZVPD basis set
S 1.67 2.06 -1.82
O -0.79 -0.23 1.03
N 1.31 0.81 0.78
C -1.88 -0.41 1.97
C 1.19 0.60 -1.32
C 0.34 0.32 1.42
C 0.85 -0.66 -1.80
H 0.35 0.33 2.49
H -0.16 -0.74 -2.30
H -1.96 0.31 2.93
H 1.39 -1.08 -2.69
H -2.82 -0.38 1.43
H 1.61 1.91 -3.18
H 0.82 -1.42 -1.13
H -1.91 -1.40 2.18
```



No. 2
Computed, not measured: a 2-piece molecular cluster, C4H5FN2O3 overall in a non-equilibrium geometry, with ωB97M-V with the def2-TZVPD basis set.

Output
Orbital gap in eV: 9.6
E_LUMO in Eh: 0.0152
Structure (SMILES): O=C(O)/C(O)=C/F.N=C=N

The geometry in XYZ format:
```
15
C4H5FN2O3 ωB97M-V with the def2-TZVPD basis set
F -1.00 -2.55 0.73
O -2.46 1.81 -0.54
O -0.64 1.72 0.77
O -2.66 -0.76 -0.81
N 3.38 -0.46 -1.31
N 2.04 0.24 0.55
C -1.69 -0.32 0.04
C -1.60 1.20 0.06
C -0.84 -1.21 0.68
C 2.78 -0.01 -0.38
H -0.19 -0.74 1.36
H 3.80 -0.13 -2.17
H -3.13 -0.10 -1.35
H 0.04 1.11 0.85
H 2.18 0.20 1.52
```



Copy entry 2 word for word.
Computed, not measured: a 2-piece molecular cluster, C4H5FN2O3 overall in a non-equilibrium geometry, with ωB97M-V with the def2-TZVPD basis set.

Output
Orbital gap in eV: 9.6
E_LUMO in Eh: 0.0152
Structure (SMILES): O=C(O)/C(O)=C/F.N=C=N

The geometry in XYZ format:
```
15
C4H5FN2O3 ωB97M-V with the def2-TZVPD basis set
F -1.00 -2.55 0.73
O -2.46 1.81 -0.54
O -0.64 1.72 0.77
O -2.66 -0.76 -0.81
N 3.38 -0.46 -1.31
N 2.04 0.24 0.55
C -1.69 -0.32 0.04
C -1.60 1.20 0.06
C -0.84 -1.21 0.68
C 2.78 -0.01 -0.38
H -0.19 -0.74 1.36
H 3.80 -0.13 -2.17
H -3.13 -0.10 -1.35
H 0.04 1.11 0.85
H 2.18 0.20 1.52
```